Record 1
DFT (the ωB97M-V functional and the def2-TZVPD basis) results for C3H3BrIO3 as an isolated structure.

Values from the calculation:
frontier orbital gap	7.28	eV
highest occupied orbital energy	-0.1687	hartree
strongest force on any atom	3.73	eV/Å
LUMO level	2.689	eV
total energy	-87446.1118	eV
relative energy (zero: lowest compared OMol25 entry of this formula, charge and spin)	64.30	kcal per mole
total charge	-1

Geometry (Å):
C 1.18 1.36 0.56
C -1.22 -0.54 0.32
C -1.38 -1.34 -0.72
O 2.55 1.59 0.25
O 0.43 2.31 0.66
O 0.96 0.12 0.77
Br -2.09 -3.06 -0.35
I -1.09 -0.86 -2.72
H -0.81 0.42 -0.04
H 2.86 0.76 -0.08
H -1.38 -0.76 1.34

---

Record 2
DFT (the ωB97M-V functional and the def2-TZVPD basis) results for C5H12N2 in the gas phase.

Values from the calculation:
frontier orbital gap	9.83	eV
highest occupied orbital energy	-0.3262	hartree
strongest force on any atom	2.53	eV/Å
LUMO level	0.956	eV
total energy	-8359.1998	eV
SMILES string	CCCC/N=C\N
relative energy (zero: lowest compared OMol25 entry of this formula, charge and spin)	21.59	kcal per mole

Geometry (Å):
C -1.00 -0.95 2.00
C -1.34 0.44 1.40
C -0.54 1.04 0.27
C -0.38 0.06 -0.91
N 2.25 0.22 -1.98
C 1.77 -0.85 -1.30
N 0.64 -0.96 -0.70
H -0.01 -0.79 2.47
H -1.64 -1.14 2.85
H -0.89 -1.65 1.19
H -2.38 0.41 1.04
H -1.38 1.17 2.22
H 0.44 1.42 0.55
H -1.10 1.85 -0.21
H -0.23 0.68 -1.82
H -1.28 -0.50 -1.14
H 1.72 1.08 -1.99
H 2.92 0.18 -2.72
H 2.43 -1.70 -1.20

---

Record 3
DFT (the ωB97M-V functional and the def2-TZVPD basis) results for C4H8O2S in the gas phase.

Values from the calculation:
frontier orbital gap (spin up / spin down)	8.65 / 7.00	eV
highest occupied orbital energy (spin up / spin down)	-0.2891 / -0.3397	hartree
strongest force on any atom	5.52	eV/Å
LUMO level (spin up / spin down)	0.782 / -2.241	eV
total energy	-19201.2607	eV
spin multiplicity	3
relative energy (zero: lowest compared OMol25 entry of this formula, charge and spin)	60.87	kcal per mole
<S²>	2.011

Geometry (Å):
C -2.27 0.99 1.17
C 1.38 0.16 -0.22
C 1.31 -1.41 -0.13
C 0.04 0.78 -0.68
O -2.28 -0.80 -0.91
O 0.20 -1.94 0.50
S -1.44 -0.20 0.10
H -3.15 0.85 1.66
H -1.44 1.40 1.84
H 1.65 0.60 0.68
H 2.09 0.47 -0.90
H 1.47 -1.65 -1.17
H 2.39 -1.76 0.20
H 0.05 1.79 -0.38
H 0.00 0.73 -1.76

---

The highest relative energy (zero: lowest compared OMol25 entry of this formula, charge and spin) belongs to which entry? C3H3BrIO3